(1)
{
  "formula": "C35H30Br2HgN7O3S4",
  "method": "wB97M-V/def2-TZVPD",
  "elements": ["Hg", "Br", "Br", "S", "S", "S", "S", "O", "O", "O", "N", "N", "N", "N", "N", "N", "N", "C", "C", "C", "C", "C", "C", "C", "C", "C", "C", "C", "C", "C", "C", "C", "C", "C", "C", "C", "C", "C", "C", "C", "C", "C", "C", "C", "C", "C", "C", "C", "C", "C", "C", "C", "H", "H", "H", "H", "H", "H", "H", "H", "H", "H", "H", "H", "H", "H", "H", "H", "H", "H", "H", "H", "H", "H", "H", "H", "H", "H", "H", "H", "H", "H"],
  "positions_angstrom": [[1.513, 0.864, 0.850], [-1.569, 6.111, -2.862], [6.145, 5.030, -2.558], [0.180, -2.927, 1.028], [0.034, 0.781, 2.844], [2.454, 2.485, 3.011], [0.444, 2.427, 5.267], [-1.378, 1.463, -3.173], [-3.690, -1.743, -1.626], [-0.065, 0.056, -1.495], [-1.806, -1.534, 2.065], [0.444, 2.792, -0.296], [2.344, -0.789, -0.798], [3.344, -0.812, 1.756], [-1.906, -1.906, -0.251], [2.026, -0.716, -2.108], [3.096, 2.207, -0.449], [4.526, -1.913, 3.505], [-1.530, 3.984, -0.952], [-3.539, -4.057, 1.062], [2.625, 3.311, -1.124], [1.226, 3.566, -1.107], [-3.780, -0.753, 3.304], [4.922, -2.900, 2.616], [0.590, 0.211, -3.779], [3.732, -0.877, 3.021], [0.612, 4.583, -1.899], [5.370, 2.788, -0.957], [1.233, 0.205, -6.118], [-5.722, -4.484, 1.988], [1.004, 1.952, 3.751], [-4.375, -4.806, 1.880], [0.844, -0.175, -2.351], [3.703, -1.765, 0.902], [-3.028, -0.745, 4.641], [-0.508, 1.034, -4.095], [-3.210, -2.143, -0.582], [-5.403, -2.676, 0.435], [-0.733, 4.761, -1.801], [-0.859, 3.004, -0.236], [-2.855, -0.511, 2.120], [-6.238, -3.419, 1.258], [-1.251, -2.091, 0.985], [4.511, -2.827, 1.296], [3.559, 4.167, -1.785], [-4.051, -2.979, 0.350], [1.445, -0.188, -4.807], [4.398, 1.989, -0.372], [-0.710, 1.443, -5.415], [0.149, 1.030, -6.413], [3.209, -1.662, -0.476], [4.884, 3.889, -1.687], [-4.303, -1.705, 3.168], [-2.281, 0.055, 4.666], [-1.555, 2.089, -5.627], [-2.515, -1.695, 4.812], [3.563, -2.371, -1.221], [-0.024, 1.352, -7.434], [1.192, 5.189, -2.578], [-1.303, -1.478, -0.969], [-2.487, -4.311, 0.980], [-2.376, 0.467, 2.223], [-1.406, 2.354, 0.444], [1.905, -0.121, -6.903], [-1.095, 1.053, -2.317], [3.225, 5.034, -2.335], [-6.370, -5.062, 2.637], [2.286, -0.812, -4.538], [4.694, 1.107, 0.193], [-3.971, -5.642, 2.438], [-3.716, -0.591, 5.476], [4.795, -3.583, 0.573], [5.545, -3.722, 2.949], [-4.534, 0.039, 3.301], [-1.185, -1.550, 2.864], [-7.289, -3.166, 1.331], [3.399, -0.058, 3.657], [-2.600, 4.110, -0.881], [4.819, -1.933, 4.548], [-5.786, -1.850, -0.151], [6.424, 2.576, -0.856], [-3.412, -0.512, 1.190]],
  "atomic_forces_ev_per_a": [[-0.1, 0.2, 0.0], [0.0, 0.0, 0.0], [0.0, 0.0, 0.0], [0.0, 0.0, 0.1], [0.3, 0.1, 0.1], [-0.2, 0.0, 0.3], [0.0, -0.1, -0.2], [-0.1, 0.1, -0.1], [0.0, 0.0, 0.0], [0.0, -0.2, 0.1], [-0.1, 0.1, -0.3], [0.0, 0.0, -0.2], [-0.4, 0.1, 0.0], [0.0, 0.2, 0.1], [0.1, 0.1, -0.1], [0.1, 0.0, -0.3], [0.0, 0.1, 0.0], [-0.1, 0.0, -0.1], [0.0, 0.0, 0.0], [0.1, 0.0, 0.1], [0.1, -0.1, 0.0], [-0.1, 0.0, 0.0], [0.1, -0.1, 0.1], [0.0, 0.0, 0.0], [0.0, -0.1, 0.0], [0.0, 0.0, 0.1], [0.0, 0.0, 0.0], [0.0, 0.0, 0.0], [0.0, 0.0, 0.0], [0.0, 0.0, 0.0], [0.2, 0.0, 0.0], [0.0, 0.0, 0.0], [-0.1, 0.2, 0.0], [0.0, -0.1, -0.1], [0.0, 0.1, -0.1], [0.0, -0.1, 0.0], [0.1, -0.1, 0.0], [-0.1, 0.0, 0.0], [0.0, 0.0, 0.0], [0.1, 0.1, 0.0], [0.0, -0.1, 0.0], [0.0, 0.0, 0.0], [0.0, 0.1, -0.1], [0.0, -0.1, 0.0], [-0.1, -0.1, 0.0], [0.1, 0.0, 0.0], [-0.1, 0.1, 0.0], [-0.1, 0.0, -0.1], [0.0, 0.0, -0.1], [0.0, 0.0, 0.0], [0.2, -0.2, 0.2], [0.0, 0.0, 0.0], [-0.1, 0.0, 0.0], [-0.1, -0.1, 0.0], [0.0, 0.0, 0.0], [0.0, 0.1, 0.0], [0.1, 0.0, 0.0], [0.0, 0.0, 0.0], [0.0, 0.0, 0.0], [-0.2, 0.0, 0.2], [-0.1, 0.0, 0.0], [0.0, -0.1, 0.0], [0.0, 0.0, 0.0], [0.0, 0.0, 0.0], [0.1, -0.1, 0.1], [0.0, 0.0, 0.0], [0.0, 0.0, 0.0], [0.0, 0.0, 0.0], [0.0, 0.1, 0.0], [0.0, 0.0, 0.0], [0.0, 0.0, 0.0], [0.0, 0.0, 0.0], [0.0, 0.0, 0.0], [0.0, 0.0, 0.0], [0.0, 0.0, 0.1], [0.0, 0.0, 0.0], [0.0, -0.1, -0.1], [0.0, 0.0, 0.0], [0.0, 0.0, 0.0], [0.0, 0.0, 0.0], [-0.1, 0.0, 0.0], [0.0, 0.0, -0.1]],
  "charge": -2,
  "multiplicity": 2,
  "orbital_gap_ev": [4.2, 5.5],
  "s_squared": 0.77,
  "relative_energy_ev": 0.5877,
  "e_lumo_ev": [3.87, 3.87],
  "largest_force_ha_per_bohr": 0.008,
  "homo_ha": [-0.0104, -0.0611]
}



(2)
{
  "formula": "C35H30Cl2N3O8OsS",
  "method": "wB97M-V/def2-TZVPD",
  "elements": ["Os", "Cl", "Cl", "S", "O", "O", "O", "O", "O", "O", "O", "O", "N", "N", "N", "C", "C", "C", "C", "C", "C", "C", "C", "C", "C", "C", "C", "C", "C", "C", "C", "C", "C", "C", "C", "C", "C", "C", "C", "C", "C", "C", "C", "C", "C", "C", "C", "C", "C", "C", "H", "H", "H", "H", "H", "H", "H", "H", "H", "H", "H", "H", "H", "H", "H", "H", "H", "H", "H", "H", "H", "H", "H", "H", "H", "H", "H", "H", "H", "H"],
  "positions_angstrom": [[0.501, 0.143, 1.054], [5.857, -0.706, 5.865], [0.422, 4.557, -4.356], [-1.582, -3.401, -2.866], [-1.891, -2.147, -3.498], [1.260, -1.829, 1.020], [-1.386, 0.970, 1.605], [0.789, -0.005, 3.051], [0.318, 2.201, 1.228], [-1.049, 4.516, 1.325], [-0.784, -1.416, 0.656], [-1.360, -4.596, -3.615], [2.380, 0.565, 0.698], [-0.221, -3.080, -2.013], [0.375, 0.478, -0.995], [1.443, 5.505, 0.676], [-4.370, -3.031, -0.001], [-0.664, 0.337, -1.794], [-0.116, -3.735, 0.402], [1.977, -0.404, 4.999], [3.153, -0.577, 5.659], [1.945, -0.141, 3.602], [3.788, 1.693, -1.029], [-1.284, 4.046, -2.321], [0.498, 5.015, -0.381], [1.542, 0.991, -1.495], [-0.045, 4.540, -2.680], [-2.822, -3.769, -1.669], [-4.670, -4.356, 0.324], [4.393, -0.477, 4.977], [3.341, 0.372, 1.585], [-3.115, -5.091, -1.378], [-0.754, 4.511, -0.027], [0.123, -2.309, 0.737], [-1.707, 3.383, 1.824], [3.200, -0.015, 2.919], [-0.908, 2.137, 1.555], [3.897, 2.142, -2.364], [2.870, 1.991, -3.251], [1.654, 1.405, -2.828], [-5.670, -4.661, 1.404], [-0.611, 0.665, -3.159], [-3.453, -2.733, -0.990], [0.535, 1.204, -3.670], [2.633, 1.099, -0.602], [4.416, -0.194, 3.654], [-1.639, 4.034, -0.977], [0.357, -3.990, -1.048], [0.839, 5.022, -1.725], [-4.036, -5.375, -0.378], [1.009, 6.331, 1.239], [1.028, -0.479, 5.511], [-0.002, -2.097, -1.959], [1.804, 5.403, -2.034], [-5.823, -5.733, 1.512], [-4.273, -6.406, -0.151], [4.820, 2.609, -2.679], [-6.632, -4.200, 1.181], [-3.238, -1.706, -1.254], [-1.563, -0.062, -1.344], [0.102, -5.009, -1.338], [-1.180, -3.944, 0.504], [5.361, -0.100, 3.136], [-2.617, 3.667, -0.694], [-1.971, 3.692, -3.077], [0.451, -4.362, 1.089], [-2.715, 3.246, 1.426], [0.599, 1.486, -4.713], [1.658, 4.709, 1.391], [-4.869, -2.227, 0.527], [3.158, -0.792, 6.719], [4.625, 1.842, -0.361], [2.377, 5.843, 0.231], [-1.476, 0.470, -3.774], [-1.793, 3.510, 2.905], [4.356, 0.548, 1.242], [-2.634, -5.883, -1.937], [2.963, 2.330, -4.274], [-5.334, -4.267, 2.364], [1.443, -3.904, -1.097]],
  "atomic_forces_ev_per_a": [[0.1, 0.1, 0.0], [0.0, 0.0, 0.0], [0.0, 0.0, 0.0], [0.0, 0.0, 0.0], [0.0, 0.0, 0.0], [0.0, 0.0, 0.0], [0.0, 0.0, 0.0], [0.0, 0.0, 0.0], [-0.1, 0.0, 0.0], [0.0, 0.0, 0.0], [0.0, 0.0, 0.0], [0.0, 0.0, 0.0], [0.0, 0.0, 0.0], [0.0, 0.0, 0.0], [0.0, 0.0, 0.0], [0.0, 0.0, 0.0], [0.0, 0.0, 0.0], [0.0, 0.0, 0.0], [0.0, 0.0, 0.0], [0.0, 0.0, 0.0], [0.0, 0.0, 0.0], [0.0, 0.0, 0.0], [0.0, 0.0, 0.0], [0.0, 0.0, 0.0], [0.0, 0.0, 0.0], [0.0, 0.0, 0.0], [0.0, 0.0, 0.0], [0.0, 0.1, 0.0], [0.0, 0.0, 0.0], [0.0, 0.0, 0.0], [0.0, 0.0, 0.0], [0.0, 0.0, 0.0], [0.0, 0.0, 0.0], [0.0, 0.0, 0.0], [0.0, 0.0, 0.0], [0.0, 0.0, 0.0], [0.1, 0.0, 0.0], [0.0, 0.0, 0.0], [0.0, 0.0, 0.0], [0.0, 0.0, 0.0], [0.0, 0.0, 0.0], [0.0, 0.0, 0.0], [0.0, 0.0, 0.0], [0.0, 0.0, 0.0], [0.0, 0.0, 0.0], [0.0, 0.0, 0.0], [0.0, 0.0, 0.0], [0.0, 0.0, 0.0], [0.0, 0.0, 0.0], [0.0, 0.0, 0.0], [0.0, 0.0, 0.0], [0.0, 0.0, 0.0], [0.0, 0.0, 0.0], [0.0, 0.0, 0.0], [0.0, 0.0, 0.0], [0.0, 0.0, 0.0], [0.0, 0.0, 0.0], [0.0, 0.0, 0.0], [0.0, 0.0, 0.0], [0.0, 0.0, 0.0], [0.0, 0.0, 0.0], [0.0, 0.0, 0.0], [0.0, 0.0, 0.0], [0.0, 0.0, 0.0], [0.0, 0.0, 0.0], [0.0, 0.0, 0.0], [0.0, 0.0, 0.0], [0.0, 0.0, 0.0], [0.0, 0.0, 0.0], [0.0, 0.0, 0.0], [0.0, 0.0, 0.0], [0.0, 0.0, 0.0], [0.0, 0.0, 0.0], [0.0, 0.0, 0.0], [0.0, 0.0, 0.0], [0.0, 0.0, 0.0], [0.0, 0.0, 0.0], [0.0, 0.0, 0.0], [0.0, 0.0, 0.0], [0.0, 0.0, 0.0]],
  "charge": 1,
  "multiplicity": 1,
  "orbital_gap_ev": 6.8,
  "relative_energy_ev": 0.1610,
  "e_lumo_ev": -4.22,
  "largest_force_ha_per_bohr": 0.002,
  "homo_ha": -0.4065
}



(3)
{
  "formula": "C35H30F3N4O3P2ReSSbSe4",
  "method": "wB97M-V/def2-TZVPD",
  "elements": ["Re", "Sb", "Se", "Se", "Se", "Se", "S", "P", "P", "F", "F", "F", "O", "O", "O", "N", "N", "N", "N", "C", "C", "C", "C", "C", "C", "C", "C", "C", "C", "C", "C", "C", "C", "C", "C", "C", "C", "C", "C", "C", "C", "C", "C", "C", "C", "C", "C", "C", "C", "C", "C", "C", "C", "C", "H", "H", "H", "H", "H", "H", "H", "H", "H", "H", "H", "H", "H", "H", "H", "H", "H", "H", "H", "H", "H", "H", "H", "H", "H", "H", "H", "H", "H", "H"],
  "positions_angstrom": [[-0.189, 1.691, 0.230], [1.897, 2.364, -5.970], [2.109, 2.036, -3.388], [3.857, 3.481, -5.933], [-0.165, 2.016, -6.931], [0.187, 1.012, -2.362], [2.164, 3.155, 0.478], [0.191, -0.522, 0.783], [1.039, -1.167, -2.054], [1.274, 4.293, 2.597], [3.486, 4.364, 2.344], [2.100, 5.711, 1.278], [1.734, 1.883, 1.200], [3.315, 3.046, -0.328], [0.951, 3.585, -0.306], [-0.769, 2.467, 2.134], [-2.082, 3.991, 0.857], [1.215, -1.252, -0.423], [-2.165, 1.991, -0.274], [-4.032, 1.333, -1.711], [2.262, 4.518, 1.742], [-3.894, 3.535, -0.702], [-2.518, -3.875, -2.374], [0.578, -1.451, 3.394], [-1.132, -1.680, 0.855], [-4.490, 2.669, -1.544], [-3.519, -1.960, 1.396], [2.577, -0.504, 2.459], [2.606, -1.595, -2.722], [-1.491, 3.586, 2.120], [-1.768, 4.333, 3.217], [2.718, -2.301, -3.898], [1.234, -0.898, 2.321], [-0.311, 2.013, 3.321], [-2.225, -3.860, 0.986], [-0.548, 2.680, 4.497], [-1.208, 3.910, 4.421], [-2.735, 3.196, -0.044], [-2.387, -1.130, 1.088], [-2.699, -2.503, -2.585], [3.958, -2.811, -4.221], [-3.412, -3.315, 1.345], [3.190, -0.831, 3.617], [-0.151, -3.581, -2.447], [-1.594, -1.696, -2.794], [2.584, -1.508, 4.655], [5.026, -1.733, -2.348], [-0.307, -2.225, -2.604], [-2.842, 1.094, -1.120], [5.109, -2.525, -3.531], [3.742, -1.302, -1.944], [-1.083, -3.060, 0.665], [-1.220, -4.428, -2.351], [1.219, -1.816, 4.564], [-4.359, 4.504, -0.487], [-0.219, 2.253, 5.429], [-2.305, 0.154, -1.279], [-2.528, -0.077, 1.301], [5.888, -1.480, -1.762], [1.908, -1.939, -0.203], [0.798, -4.051, -2.269], [-4.524, -1.587, 1.762], [-4.487, 0.526, -2.276], [3.693, -0.678, -1.131], [6.045, -3.029, -3.824], [-1.410, 4.496, 5.280], [4.181, -3.395, -5.108], [3.172, -1.889, 5.517], [0.378, 1.200, 3.259], [-2.660, 4.834, 0.984], [-5.333, 2.912, -2.149], [-2.401, 5.199, 3.137], [-0.107, -3.571, 0.451], [-2.043, -4.969, 0.808], [-3.381, -4.582, -2.326], [1.806, -2.570, -4.365], [-4.289, -3.925, 1.605], [4.230, -0.589, 3.845], [-1.166, -5.498, -2.456], [-1.748, -0.685, -2.949], [-0.508, -1.574, 3.330], [0.647, -2.310, 5.336], [3.054, -0.004, 1.616], [-3.717, -2.104, -2.728]],
  "atomic_forces_ev_per_a": [[0.6, 1.7, 0.5], [-1.2, -0.3, 0.2], [-0.1, -0.1, 0.4], [1.1, 0.5, -0.1], [0.0, -0.2, 0.0], [0.8, -0.5, 0.4], [-0.9, 0.4, -1.2], [1.7, -1.1, 0.2], [-1.1, 0.6, -0.6], [0.2, -0.2, 0.5], [-1.8, 0.4, -0.6], [0.4, 0.4, -0.8], [0.2, 1.0, -0.9], [0.7, 0.0, 0.5], [-0.4, -1.3, 0.6], [0.1, -0.3, -0.7], [-1.0, 1.2, 1.2], [-0.1, 0.7, -0.2], [-0.4, -1.5, -1.6], [0.9, 0.9, 0.5], [1.8, -1.0, 1.3], [-0.7, 1.9, 0.5], [-0.1, -0.8, -0.3], [-1.6, -0.3, 0.2], [-1.7, -0.1, -0.5], [-0.7, -2.0, -1.1], [-0.3, 2.2, 0.2], [-1.2, -0.1, -1.8], [0.5, 0.6, 1.0], [-1.3, -0.4, -2.5], [0.7, 0.1, 1.2], [0.1, -0.6, 0.6], [-0.3, 1.1, -1.3], [0.1, 0.5, 0.0], [3.5, -1.7, -1.9], [-0.1, 0.4, -0.3], [-0.8, -0.5, -0.6], [1.5, -1.8, 0.8], [-2.2, -0.7, 1.8], [-0.6, -0.6, -0.6], [0.7, -0.2, -1.7], [-1.3, -0.8, 0.4], [2.3, 0.1, 1.6], [0.8, -1.1, 0.7], [0.3, -1.7, 1.2], [-1.1, -1.4, 1.0], [-1.6, -0.5, -1.0], [-0.2, 1.1, 0.0], [1.1, -0.4, 0.9], [0.6, 0.4, 2.1], [1.7, -1.1, -2.4], [0.3, -1.3, 1.2], [-2.3, 0.5, -1.0], [0.8, 0.4, -0.2], [0.3, -0.3, -0.3], [0.2, 0.1, 0.1], [-0.4, 0.4, 0.4], [0.2, 0.1, -0.3], [0.3, 0.0, 0.1], [0.4, -0.4, 0.8], [0.7, 0.2, -0.2], [1.5, 0.2, -0.7], [-0.2, 0.5, -0.2], [-0.3, 1.3, 2.0], [-0.5, 0.6, 0.1], [0.0, 0.3, 0.8], [-0.9, -0.1, -0.1], [-0.5, 0.7, -0.7], [0.0, -0.7, 0.1], [0.8, -0.2, 0.1], [-0.7, 0.6, 0.1], [0.0, 0.3, 0.1], [-1.2, 0.5, 0.1], [-0.7, 1.5, 0.6], [0.7, 0.9, 0.1], [-0.4, -0.3, -1.0], [0.6, 0.2, -0.2], [-0.1, 0.1, -0.7], [0.5, -0.2, 0.6], [-0.1, 1.7, -0.6], [0.3, -0.3, 0.0], [0.2, 0.0, 0.2], [0.2, -0.2, 0.5], [0.6, -0.2, 0.2]],
  "charge": 3,
  "multiplicity": 1,
  "orbital_gap_ev": [5.7, 5.7],
  "e_lumo_ev": [-9.84, -9.85],
  "largest_force_ha_per_bohr": 0.084,
  "homo_ha": [-0.5703, -0.5703]
}